[1]
{"formula": "C36H62N9O2", "method": "wB97M-V/def2-TZVPD", "mol_weight_g_mol": 652.95, "multiplicity": 1, "charge": 1, "elements": ["C", "C", "O", "C", "O", "C", "C", "C", "N", "C", "N", "N", "C", "N", "C", "C", "C", "C", "C", "C", "C", "C", "H", "H", "H", "H", "H", "H", "H", "H", "H", "H", "H", "H", "H", "H", "H", "H", "H", "H", "H", "H", "H", "H", "H", "H", "H", "H", "H", "C", "C", "C", "C", "N", "H", "H", "H", "H", "H", "H", "H", "C", "C", "C", "C", "N", "H", "H", "H", "H", "H", "H", "H", "C", "C", "C", "C", "N", "H", "H", "H", "H", "H", "H", "H", "C", "C", "C", "C", "N", "H", "H", "H", "H", "H", "H", "H", "C", "C", "C", "C", "N", "H", "H", "H", "H", "H", "H", "H"], "xyz": [[0.4593, 0.5874, -1.6289], [2.0531, 1.0911, -1.6294], [2.4203, 1.3340, -3.0330], [3.2493, 0.2521, -3.5910], [4.4434, -0.0010, -3.0038], [2.8899, -0.6588, -4.9150], [1.3124, -1.1414, -4.9930], [1.1586, -2.7977, -5.1671], [1.5012, -3.5633, -3.9087], [0.2933, -3.7829, -3.0113], [-1.0986, -3.2743, -3.3213], [0.5197, -4.5048, -1.8324], [-0.5755, -4.7797, -0.7953], [-1.2107, -3.5194, -0.2336], [1.9027, -5.0870, -1.4829], [2.9286, -3.9916, -0.8230], [3.6166, -4.6621, 0.5441], [3.3602, -3.8253, 1.9439], [3.9685, -4.3382, 3.3933], [4.8100, -5.7490, 3.4120], [5.0484, -6.6233, 2.0257], [4.4596, -6.0678, 0.5692], [0.4792, -0.5570, -1.9536], [-0.0693, 1.2135, -2.4647], [-0.0455, 0.7417, -0.5812], [2.7276, 0.3200, -1.0637], [2.0804, 2.0953, -0.9847], [3.1200, 0.0025, -5.8753], [3.6159, -1.5774, -4.9679], [0.8822, -0.6606, -5.9939], [0.6578, -0.7111, -4.1233], [0.1267, -3.0721, -5.6512], [1.9815, -3.0861, -5.9828], [2.1467, -2.9136, -3.3665], [-1.1109, -2.2776, -3.6298], [-1.5945, -3.9119, -3.9818], [-1.3690, -5.5529, -1.2313], [-0.0859, -5.3373, 0.1394], [-0.5535, -2.7337, -0.5086], [-2.0747, -3.3365, -0.8265], [1.8055, -5.9991, -0.7189], [2.4088, -5.5679, -2.4512], [3.8032, -3.8102, -1.6122], [2.4058, -2.9655, -0.5761], [2.7304, -2.8176, 1.9113], [3.7902, -3.6902, 4.3720], [5.2127, -6.1315, 4.4526], [5.6431, -7.6538, 2.0929], [4.6396, -6.7007, -0.4164], [-2.1731, 3.1693, 1.5970], [-1.2394, 3.7012, 2.6796], [0.2322, 3.6735, 2.2622], [0.6562, 2.2435, 1.9696], [1.0079, 1.0572, 1.7268], [-1.9708, 2.1178, 1.3694], [-3.2146, 3.2347, 1.9277], [-2.0717, 3.7485, 0.6721], [-1.3788, 3.1073, 3.5912], [-1.5242, 4.7315, 2.9198], [0.8581, 4.0768, 3.0653], [0.3903, 4.2865, 1.3682], [2.9772, 0.4162, 4.3328], [3.5110, 0.2668, 5.7540], [2.5648, 0.8439, 6.8086], [2.3644, 2.3301, 6.5605], [2.1981, 3.5629, 6.3546], [2.8611, 1.4680, 4.0531], [3.6714, -0.0350, 3.6168], [2.0055, -0.0792, 4.2246], [4.4877, 0.7617, 5.8197], [3.6740, -0.7963, 5.9625], [2.9854, 0.7001, 7.8095], [1.5938, 0.3382, 6.7725], [-3.9119, 0.1073, -6.4479], [-2.7181, 1.0300, -6.2231], [-1.6161, 0.3828, -5.3820], [-2.1634, 0.0181, -4.0116], [-2.6173, -0.2844, -2.8748], [-4.4028, -0.1556, -5.5055], [-4.6602, 0.6005, -7.0766], [-3.6037, -0.8186, -6.9468], [-3.0670, 1.9487, -5.7359], [-2.3038, 1.3184, -7.1954], [-0.7786, 1.0779, -5.2613], [-1.2390, -0.5214, -5.8719], [-4.1738, 8.2402, 0.7901], [-3.2401, 8.7721, 1.8727], [-1.7684, 8.7444, 1.4553], [-1.3445, 7.3144, 1.1626], [-0.9928, 6.1281, 0.9199], [-3.9715, 7.1887, 0.5625], [-5.2152, 8.3056, 1.1208], [-4.0723, 8.8194, -0.1348], [-3.3795, 8.1782, 2.7843], [-3.5248, 9.8024, 2.1129], [-1.1426, 9.1477, 2.2584], [-1.6104, 9.3574, 0.5613], [-3.9151, -1.3847, 1.7707], [-3.3813, -1.5342, 3.1918], [-4.3275, -0.9570, 4.2465], [-4.5279, 0.5292, 3.9983], [-4.6942, 1.7620, 3.7925], [-4.0312, -0.3329, 1.4909], [-3.2208, -1.8359, 1.0547], [-4.8867, -1.8801, 1.6625], [-2.4046, -1.0392, 3.2575], [-3.2183, -2.5972, 3.4004], [-3.9069, -1.1008, 5.2474], [-5.2985, -1.4627, 4.2103]], "atomic_forces_ev_per_a": [[1.3, 0.0, -0.5], [-1.8, 0.2, 2.3], [1.5, -3.5, -1.0], [6.0, -0.7, 3.5], [-7.7, 1.4, -3.6], [-0.6, 0.9, -0.1], [-0.3, 0.0, -1.2], [1.0, 1.4, -1.9], [-3.2, 1.9, 2.0], [0.8, -0.7, 1.2], [2.9, -1.5, 0.2], [-0.1, 1.0, -2.6], [-0.9, -0.8, 1.6], [0.2, -0.3, -2.7], [1.3, -1.1, -0.3], [1.2, -0.9, 0.3], [0.8, -0.5, 3.4], [2.1, -3.0, 0.4], [0.5, -2.3, -4.0], [-1.6, 1.5, -3.2], [-2.0, 3.5, 0.0], [-0.6, 2.0, 3.6], [-0.4, 2.2, 0.8], [0.8, -1.3, 1.7], [1.1, -0.4, -2.1], [-1.1, 1.5, -1.5], [0.2, -2.1, -1.9], [-0.5, -1.3, 2.2], [-1.3, 2.0, 0.5], [0.9, -1.2, 2.2], [1.4, -0.9, -1.4], [2.0, 0.4, 1.3], [-1.8, 0.4, 1.9], [-0.6, -1.5, -0.6], [0.2, -1.1, 0.2], [0.5, 0.8, 0.8], [1.7, 1.9, 0.8], [-0.6, 1.3, -2.4], [-1.1, -1.0, 0.8], [1.4, -0.1, 1.0], [-0.3, 2.3, -1.7], [-1.4, 1.3, 1.9], [-1.9, -0.2, 1.8], [1.0, -2.1, -0.3], [1.5, -2.4, 0.0], [0.5, -1.7, -2.4], [-0.8, 0.8, -2.5], [-1.5, 2.6, -0.3], [-0.4, 1.5, 2.3], [-0.2, 0.1, -0.1], [-0.5, -0.2, 0.1], [0.2, -1.1, 0.0], [2.6, -7.7, -1.6], [-2.8, 9.2, 1.8], [0.0, 0.0, 0.0], [0.2, 0.0, 0.0], [0.0, -0.1, 0.1], [0.1, 0.1, -0.1], [0.2, -0.2, 0.0], [0.1, -0.2, -0.1], [0.0, -0.3, 0.1], [0.0, -0.1, 0.0], [0.2, 0.0, -0.4], [0.1, 1.1, -0.3], [-1.3, 8.3, -1.1], [1.3, -9.8, 1.6], [0.0, -0.2, 0.1], [-0.1, 0.0, 0.1], [0.1, 0.1, -0.1], [-0.2, -0.1, 0.1], [0.0, 0.1, 0.1], [-0.2, 0.2, -0.1], [0.1, 0.2, 0.0], [-0.1, 0.0, 0.0], [-0.5, 0.1, -0.2], [-0.7, 0.1, 0.9], [-2.8, -2.1, 7.6], [3.6, 2.2, -9.0], [0.1, 0.0, -0.1], [0.1, -0.1, 0.1], [-0.1, 0.1, 0.0], [0.2, -0.1, -0.1], [0.1, 0.0, 0.2], [-0.1, -0.2, 0.2], [-0.2, 0.1, 0.2], [-0.1, 0.0, 0.0], [-0.4, -0.1, 0.0], [0.1, -1.1, 0.0], [2.7, -7.9, -1.7], [-2.9, 9.7, 1.8], [0.0, 0.1, 0.0], [0.2, 0.0, -0.1], [0.0, -0.1, 0.1], [0.1, 0.2, -0.1], [0.2, -0.1, 0.0], [0.1, -0.2, -0.2], [0.1, -0.2, 0.0], [0.0, 0.0, -0.1], [0.2, -0.1, -0.4], [0.1, 1.1, -0.3], [-1.3, 8.4, -1.1], [1.4, -9.8, 1.6], [0.0, -0.1, 0.1], [-0.1, 0.0, 0.1], [0.1, 0.1, 0.0], [-0.2, -0.1, 0.1], [0.0, 0.1, 0.1], [-0.2, 0.2, -0.1], [0.1, 0.2, 0.0]], "mulliken_charge": [-0.051, -0.221, -0.327, 0.485, -0.567, -0.652, 0.594, -1.009, -0.051, 0.055, -0.290, 0.406, -0.588, -0.413, -0.934, 0.000, 0.151, -0.440, -0.308, -0.369, -0.393, -0.277, -0.208, 0.131, 0.156, 0.277, 0.178, 0.372, 0.331, 0.356, -0.540, 0.315, 0.356, 0.171, 0.092, 0.278, 0.308, 0.305, 0.169, 0.351, 0.538, 0.251, 0.325, 0.157, 0.226, 0.267, 0.282, 0.284, 0.270, -1.014, -0.579, -0.188, 0.106, -0.535, 0.200, 0.316, 0.337, 0.409, 0.313, 0.389, 0.344, -0.997, -0.453, -0.347, 0.241, -0.506, 0.300, 0.319, 0.266, 0.311, 0.248, 0.320, 0.271, -1.200, -0.700, 0.121, 0.255, -0.554, 0.360, 0.358, 0.293, 0.343, 0.370, 0.410, 0.079, -1.059, -0.441, -0.343, 0.247, -0.525, 0.296, 0.317, 0.301, 0.291, 0.317, 0.274, 0.297, -0.675, -0.359, -0.406, 0.288, -0.512, 0.301, -0.139, 0.375, 0.224, 0.318, 0.306, 0.301]}

***

[2]
{"formula": "C36H63BBr30FN2O2S", "method": "wB97M-V/def2-TZVPD", "mol_weight_g_mol": 3014.91, "multiplicity": 1, "charge": 1, "elements": ["C", "C", "C", "C", "C", "C", "C", "C", "C", "C", "C", "C", "O", "C", "C", "C", "N", "C", "S", "C", "C", "C", "C", "N", "C", "B", "O", "C", "C", "C", "F", "C", "C", "H", "H", "H", "H", "H", "H", "H", "H", "H", "H", "H", "H", "H", "H", "H", "H", "H", "H", "H", "H", "H", "H", "H", "H", "H", "H", "H", "H", "H", "H", "H", "H", "H", "H", "H", "H", "H", "H", "H", "H", "H", "H", "H", "H", "H", "H", "H", "H", "H", "H", "H", "H", "H", "C", "Br", "Br", "Br", "H", "C", "Br", "Br", "Br", "H", "C", "Br", "Br", "Br", "H", "C", "Br", "Br", "Br", "H", "C", "Br", "Br", "Br", "H", "C", "Br", "Br", "Br", "H", "C", "Br", "Br", "Br", "H", "C", "Br", "Br", "Br", "H", "C", "Br", "Br", "Br", "H", "C", "Br", "Br", "Br", "H"], "xyz": [[1.2056, -0.0437, 6.0319], [0.4735, -0.1115, 4.7255], [0.7104, 0.9935, 3.4882], [-0.0762, 0.6305, 2.1070], [0.0482, -0.8598, 1.5093], [1.1375, -1.9130, 2.0313], [2.7008, -1.5289, 2.1023], [3.5528, -1.7720, 0.6829], [5.0922, -2.1814, 1.1936], [6.2775, -1.4360, 0.3321], [6.2992, 0.1976, 0.4544], [6.8184, 0.7843, 1.8940], [7.6823, 1.9680, 1.5727], [6.8541, 3.1619, 1.3207], [-1.6765, 0.7990, 2.5944], [-2.7608, 0.7107, 1.3919], [-2.4990, 1.5440, 0.1685], [-3.4602, 0.9613, -0.8970], [-4.4941, 2.4050, -1.6043], [-5.7582, 2.9661, -0.2859], [-7.2121, 3.1673, -1.0860], [-1.0622, 1.6019, -0.2991], [-1.0167, 2.7974, -1.4409], [-1.2542, 2.2691, -2.8718], [0.0746, 1.7762, 0.8954], [-0.0858, 3.3422, 1.4889], [-1.3131, 4.1491, 1.4578], [1.1975, 4.1201, 2.2464], [0.7083, 5.3572, 3.2176], [1.5519, 1.8158, 0.1870], [2.7089, 1.6025, 1.0813], [1.7902, 0.8748, -1.1209], [3.2992, 1.2882, -1.7156], [2.1268, -0.7549, 6.2899], [0.8814, 0.7614, 6.8239], [-0.2766, -1.0224, 4.5833], [1.8647, 1.1277, 3.4205], [0.3211, 1.9842, 4.0367], [-1.0043, -1.4107, 1.6623], [0.1495, -0.8282, 0.3186], [0.8215, -2.3359, 3.1030], [1.0579, -2.8754, 1.3248], [3.2056, -2.3071, 2.8579], [2.9908, -0.4794, 2.5145], [3.6663, -0.7198, 0.1849], [3.0804, -2.5976, 0.0019], [5.2758, -1.8752, 2.3316], [5.1773, -3.3623, 1.1398], [7.3079, -1.8205, 0.7965], [6.2977, -1.7493, -0.7959], [5.2903, 0.7334, 0.2016], [7.0826, 0.5820, -0.3604], [5.9169, 1.2332, 2.5250], [7.4808, 0.0516, 2.5220], [5.9979, 2.9691, 0.5126], [7.4893, 4.0649, 0.8664], [6.3638, 3.6146, 2.3105], [-1.8903, -0.1525, 3.2856], [-1.8097, 1.7245, 3.3327], [-3.8205, 1.0166, 1.8486], [-2.8804, -0.4449, 1.1163], [-2.9362, 2.4967, 0.3552], [-2.9055, 0.5047, -1.8162], [-4.2468, 0.2242, -0.4416], [-5.8911, 2.1819, 0.5769], [-5.4627, 4.0315, 0.1637], [-7.0609, 2.8261, -2.2105], [-8.0721, 2.5057, -0.6381], [-7.5853, 4.2881, -1.0531], [-0.9287, 0.5893, -0.9198], [-1.8791, 3.6064, -1.2803], [-0.0084, 3.3815, -1.5023], [-0.8790, 1.3019, -2.9793], [-0.7593, 2.9428, -3.5025], [-1.1358, 4.8505, 0.7395], [1.7948, 4.6313, 1.3493], [1.9449, 3.3796, 2.7543], [0.0527, 6.0832, 2.5545], [0.1892, 5.0177, 4.2104], [1.6898, 5.9734, 3.4887], [1.6893, 2.9326, -0.2203], [1.0586, 1.0404, -2.0180], [1.8451, -0.2765, -0.9267], [4.0674, 0.4044, -1.6512], [3.7074, 2.2812, -1.2313], [3.1728, 1.5304, -2.8777], [-3.2333, 4.9566, 5.4853], [-2.1964, 6.6007, 5.5606], [-2.0920, 3.3815, 5.4587], [-4.5553, 4.8686, 6.9096], [-3.7836, 4.9687, 4.5386], [-6.0608, 1.7392, -5.6100], [-6.5040, 1.2975, -7.4519], [-5.9665, 3.6618, -5.3292], [-7.2691, 0.8820, -4.3492], [-5.0603, 1.3384, -5.4169], [2.4667, -4.1398, -3.0367], [3.5036, -2.4957, -2.9614], [3.6080, -5.7149, -3.0633], [1.1447, -4.2279, -1.6123], [1.9164, -4.1277, -3.9833], [1.0485, -5.3753, -7.2366], [-0.3590, -6.6919, -7.4999], [0.4977, -3.9600, -6.0210], [2.7176, -6.2023, -6.6757], [1.2345, -4.9073, -8.2089], [5.1078, -9.3662, -3.9449], [5.7385, -11.1626, -4.3433], [5.3720, -8.9046, -2.0737], [5.8931, -8.0426, -5.1348], [4.0280, -9.3588, -4.1266], [-8.0333, 2.5587, 3.0646], [-6.9964, 4.2028, 3.1400], [-6.8920, 0.9837, 3.0380], [-9.3553, 2.4707, 4.4890], [-8.5836, 2.5709, 2.1180], [-1.3363, -10.8356, -8.1165], [-1.6357, -11.6649, -6.3825], [-1.7581, -12.0456, -9.5801], [-2.2803, -9.1427, -8.2819], [-0.2663, -10.6129, -8.1839], [-8.6347, -1.0050, 6.2101], [-10.0423, -2.3216, 5.9468], [-9.1855, 0.4103, 7.4257], [-6.9656, -1.8320, 6.7710], [-8.4487, -0.5370, 5.2378], [-3.2419, 6.4184, -6.7060], [-4.3707, 5.9726, -8.2262], [-4.0908, 7.7140, -5.5292], [-2.6682, 4.8303, -5.7400], [-2.3396, 6.8927, -7.1059], [6.6581, -5.8152, 2.7566], [5.5293, -6.2610, 1.2364], [5.8092, -4.5195, 3.9333], [7.2318, -7.4033, 3.7226], [7.5604, -5.3409, 2.3567]], "atomic_forces_ev_per_a": [[-1.0, 0.4, -1.7], [1.0, -0.6, 1.3], [-0.6, 0.4, 2.5], [-2.1, 0.9, 0.4], [-0.7, -1.2, -1.2], [0.1, -1.3, 0.7], [1.1, -1.3, -0.2], [0.9, 0.9, 1.9], [0.0, 0.1, -0.4], [0.5, -0.3, 0.7], [0.6, 0.1, -0.3], [-0.3, 1.1, -0.6], [-2.1, 0.5, 0.2], [-0.5, 1.2, -0.5], [0.3, -0.7, 0.8], [-0.7, -1.9, 3.1], [-1.5, -0.6, 0.5], [-1.9, 0.5, -1.4], [0.2, -0.6, 1.0], [-1.4, 0.6, 0.5], [0.0, -0.1, -0.4], [1.4, -0.3, -1.9], [-0.1, 0.8, -0.8], [0.7, 0.3, 1.3], [-0.1, 0.4, 0.5], [0.5, 1.0, 1.8], [1.9, -0.7, -2.5], [-0.1, 0.4, -0.7], [1.3, 0.4, -0.7], [0.3, 0.6, -1.9], [-2.7, 0.2, -1.3], [1.8, -0.1, -0.5], [-0.5, 0.3, -1.3], [-3.2, 0.5, 0.0], [1.9, -0.5, -2.2], [2.8, 1.2, -0.5], [-2.3, -0.5, -0.2], [0.7, -1.6, -1.8], [2.3, 1.2, -0.2], [-0.1, 0.2, 2.6], [0.6, 1.2, -2.3], [0.1, 2.2, 1.4], [-1.3, 1.6, -1.5], [-0.9, -1.8, -0.8], [-0.5, -2.2, 0.5], [0.9, 1.7, 1.3], [-0.6, -0.6, -2.4], [0.0, 2.5, 0.1], [-2.1, 0.9, -1.1], [-0.3, 0.6, 2.1], [1.7, -1.3, 0.5], [-1.6, -0.8, 1.9], [1.8, -1.4, -1.1], [-1.3, 1.4, -1.3], [1.7, 0.2, 1.8], [-1.0, -2.4, 1.0], [0.9, -1.3, -1.9], [0.3, 2.1, -1.5], [0.2, -1.7, -2.1], [2.2, -0.5, -1.2], [0.5, 2.7, 0.2], [1.4, -1.0, -0.2], [-0.9, 0.9, 1.9], [2.0, 1.3, -0.6], [0.5, 1.5, -1.7], [-0.3, -2.6, -1.0], [-0.5, 0.9, 2.4], [1.8, 1.2, -0.7], [1.0, -2.3, -0.1], [-0.1, 2.1, 1.6], [1.9, -1.8, 0.0], [-1.6, -1.2, 0.8], [0.0, 1.3, -0.1], [-0.6, -1.3, 0.6], [-0.5, -1.1, 1.8], [-1.0, -1.0, 1.8], [-1.4, 1.5, -1.0], [1.1, -1.5, 1.7], [0.8, 0.7, -2.1], [-2.2, -1.3, -0.4], [-0.1, -2.4, 1.0], [1.1, 0.0, 2.1], [-0.4, 2.2, 0.0], [-1.5, 1.9, 0.1], [-0.7, -2.2, -0.8], [0.3, -0.6, 2.5], [-0.3, 0.2, -0.1], [-0.3, -0.5, 0.0], [-0.2, 0.3, 0.1], [0.4, 0.0, -0.4], [0.3, 0.0, 0.4], [0.2, 0.0, -0.1], [0.1, 0.2, 0.5], [-0.3, -0.6, 0.0], [0.2, 0.2, -0.3], [-0.5, 0.2, -0.1], [0.1, -0.2, -0.2], [-0.2, -0.3, 0.0], [-0.3, 0.5, 0.3], [0.3, 0.0, -0.3], [0.3, 0.0, 0.5], [0.1, -0.1, -0.4], [0.6, 0.5, 0.2], [0.0, -0.2, -0.3], [-0.5, 0.2, -0.1], [-0.1, -0.1, 0.5], [-0.3, -0.1, -0.1], [-0.1, 0.5, 0.1], [0.0, -0.1, -0.5], [-0.1, -0.3, 0.3], [0.5, 0.0, 0.1], [-0.4, 0.2, -0.1], [-0.2, -0.4, 0.0], [-0.2, 0.2, 0.1], [0.5, 0.0, -0.5], [0.3, 0.0, 0.4], [0.3, -0.1, 0.0], [0.0, 0.2, -0.5], [0.1, 0.4, 0.4], [-0.1, -0.6, -0.1], [-0.5, -0.1, 0.0], [0.0, 0.1, -0.2], [0.4, 0.4, 0.1], [0.1, -0.5, -0.1], [-0.4, 0.2, -0.1], [-0.1, -0.2, 0.4], [0.1, 0.2, -0.2], [0.3, 0.1, 0.5], [0.2, -0.4, -0.3], [0.1, 0.4, -0.2], [-0.4, -0.2, 0.2], [0.3, 0.0, 0.0], [0.2, 0.1, 0.3], [0.2, -0.4, -0.2], [-0.2, 0.4, -0.3], [-0.4, -0.2, 0.2]], "mulliken_charge": [-0.894, -0.350, 0.116, 1.213, -0.156, -1.100, -0.439, 1.896, 0.068, -0.701, 0.023, -0.285, -0.421, -0.352, -0.475, -0.271, 0.478, -0.405, 0.029, 0.278, -0.607, -0.970, -0.821, -0.377, -0.310, 0.109, -0.531, -0.082, -0.768, -0.749, -0.203, 0.779, -0.801, 0.212, 0.214, 0.213, 0.339, 0.105, 0.098, -0.122, 0.284, 0.322, 0.280, -0.060, -1.101, -0.395, 0.242, -0.402, 0.315, 0.250, -0.272, 0.340, 0.168, 0.255, 0.018, 0.270, 0.223, 0.527, -0.474, -0.249, 0.523, 0.755, 0.183, 0.513, -0.292, 0.292, 0.012, 0.206, 0.256, 0.687, 0.326, 0.287, 0.253, 0.336, 0.330, 0.257, 0.152, 0.188, 0.065, 0.348, 0.377, -0.136, -0.011, 0.099, 0.185, 0.311, -0.165, -0.013, 0.052, -0.031, 0.195, -0.250, -0.041, 0.018, -0.033, 0.322, 0.695, 0.030, 0.121, -0.024, -0.735, -0.385, 0.084, -0.089, -0.001, 0.375, -0.336, -0.047, 0.007, -0.039, 0.374, -0.284, -0.027, -0.031, 0.004, 0.359, -0.309, 0.001, -0.007, -0.058, 0.334, 0.216, -0.005, -0.017, -0.017, -0.229, -0.394, 0.012, -0.006, 0.024, 0.361, -0.393, 0.020, -0.016, -0.049, 0.405]}

***

Highest occupied orbital energy, record by record: -0.3936, -0.3518 Eh